1.
This record from the Open Molecules 2025 dataset describes a 2-piece molecular cluster, C7H16O overall. The level of theory is ωB97M-V/def2-TZVPD.

Positions of all 24 atoms, in Å:
C  2.1514  0.7200  0.8818
C  1.4650  0.7166  -0.5626
C  0.3503  -0.3900  -0.4889
C  -0.9327  -0.2650  0.3475
C  -1.4011  -0.2785  1.8789
C  -1.9388  0.5406  -0.3420
C  -2.8070  -0.6699  -1.2651
H  2.6170  1.7176  0.9744
H  1.3116  0.5035  1.5752
H  3.0076  0.0101  0.8167
H  2.3412  0.3147  -1.1375
H  1.1525  1.6719  -1.0304
H  1.0245  -1.2669  -0.1137
H  0.1018  -0.5372  -1.6046
H  -1.8684  -1.2086  2.1095
H  -2.0095  0.5851  2.1382
H  -2.8049  1.0803  0.0189
H  -1.6264  1.2680  -1.1077
H  -3.6140  -1.2019  -0.7323
H  -3.0303  -0.5892  -2.3826
H  -1.9255  -1.3372  -1.2207
H  -0.5016  -0.2450  2.6228
H  4.9163  -0.4995  -0.6157
O  4.0208  -0.6396  -0.7603

Calculated values
* net charge: 0
* gap between HOMO and LUMO: 3.38 eV

=====

2.
This record from the Open Molecules 2025 dataset describes a 2-piece molecular cluster, C7H16O overall. The level of theory is ωB97M-V/def2-TZVPD.

Positions of all 24 atoms, in Å:
C  -2.7941  -0.1943  -1.3378
C  -2.2110  0.4893  -0.1441
C  -2.4426  -0.2968  1.1583
O  -1.7308  1.5919  -0.1514
H  -2.5396  0.3222  -2.2592
H  -2.5754  -1.2581  -1.3464
H  -3.8732  -0.1235  -1.0147
H  -2.2042  0.3253  2.0184
H  -1.7270  -1.1168  1.1533
H  -3.4399  -0.7246  1.2395
C  0.9912  -1.4214  -0.8803
C  2.0637  -0.4116  -0.4900
C  1.5839  0.5463  0.5984
C  2.6555  1.5637  0.9724
H  1.3523  -2.0903  -1.6589
H  0.1111  -0.9066  -1.2586
H  0.7004  -2.0222  -0.0205
H  2.9525  -0.9422  -0.1394
H  2.3523  0.1650  -1.3715
H  0.6926  1.0727  0.2515
H  1.3053  -0.0286  1.4859
H  2.2942  2.2342  1.7492
H  3.5509  1.0634  1.3395
H  2.9319  2.1626  0.1065

Calculated values
* net charge: 0
* SMILES string: CC(C)=O.CCCC
* gap between HOMO and LUMO: 10.56 eV

=====

Going by the energies, 2 is most stable and the next is 798.1 kJ/mol up.

=====

1.
This record from the Open Molecules 2025 dataset describes a 2-piece molecular cluster, C7H16O overall. The level of theory is ωB97M-V/def2-TZVPD.

Positions of all 24 atoms, in Å:
C  -1.1479  3.7658  1.6234
C  -0.5028  2.5270  1.0452
C  -1.1906  1.6054  0.3803
C  -0.5966  0.3208  -0.1904
C  0.8531  0.3041  -0.6461
C  1.7979  -0.4105  0.3535
C  1.9088  -1.8965  -0.0461
H  -1.4615  4.4704  0.8362
H  -0.4120  4.3564  2.1765
H  -2.0080  3.4955  2.2300
H  0.5783  2.4201  1.0996
H  -2.2562  1.5426  0.1758
H  -1.1766  0.1619  -1.1134
H  -0.9750  -0.6020  0.2589
H  0.8955  -0.1493  -1.6379
H  1.2435  1.3104  -0.7841
H  1.3098  -0.2391  1.3241
H  2.8017  0.0157  0.4713
H  1.8227  -2.5259  0.8374
H  1.1393  -2.1896  -0.7618
H  2.8347  -2.1049  -0.6026
O  -2.1481  -5.4875  -2.3989
H  -1.7505  -5.5013  -1.5112
H  -1.5596  -5.1897  -3.1196

Calculated values
* net charge: 0
* SMILES string: C/C=C/CCCC.O
* gap between HOMO and LUMO: 9.74 eV

=====

2.
This record from the Open Molecules 2025 dataset describes the molecule C7H16O. The level of theory is ωB97M-V/def2-TZVPD.

Positions of all 24 atoms, in Å:
C  1.7226  -0.9485  0.8691
C  0.3727  -0.9039  0.1523
C  0.5380  -1.5458  -1.2266
C  -0.2508  0.5155  0.1054
C  0.6007  1.5164  -0.6785
C  -0.4560  1.0450  1.5298
C  -1.6383  0.4481  -0.5624
O  -2.4371  -0.5266  0.0740
H  2.4682  -0.3638  0.3356
H  1.6517  -0.5815  1.8882
H  2.0739  -1.9775  0.9117
H  -0.3333  -1.5192  0.7190
H  1.2170  -0.9708  -1.8516
H  -0.4146  -1.6449  -1.7376
H  0.9549  -2.5442  -1.1109
H  1.5764  1.6329  -0.2163
H  0.1137  2.4897  -0.6869
H  0.7368  1.2001  -1.7092
H  -1.0310  0.3307  2.1125
H  0.4936  1.2272  2.0235
H  -1.0037  1.9851  1.5022
H  -1.5315  0.2190  -1.6316
H  -2.1131  1.4376  -0.4829
H  -3.3105  -0.5208  -0.3285

Calculated values
* net charge: 0
* SMILES string: CC(C)C(C)(C)CO
* gap between HOMO and LUMO: 11.07 eV

=====

Going by the energies, 2 is most stable and the next is 151.9 kJ/mol up.

=====

1.
This record from the Open Molecules 2025 dataset describes C7H16O as an isolated structure. The level of theory is ωB97M-V/def2-TZVPD.

Positions of all 24 atoms, in Å:
C  -1.5015  -0.3522  -0.1654
C  -2.4912  -0.3009  0.9817
C  -1.8947  0.4993  -1.3518
C  -0.0053  0.5893  0.7246
O  -0.1585  1.8032  0.7222
H  -1.2660  -1.3871  -0.4364
H  0.1342  -0.0502  1.6016
H  -1.8455  1.5545  -1.0695
H  -1.2384  0.3445  -2.2118
H  -2.1768  -0.9235  1.8215
H  -3.4722  -0.6579  0.6501
H  -2.6083  0.7256  1.3351
H  -2.9175  0.2778  -1.6695
C  1.5131  -0.1007  -0.3450
C  2.4800  1.0419  -0.1476
C  1.9147  -1.4275  0.2616
H  1.2742  -0.2074  -1.4111
H  -0.0019  -0.1063  -0.2662
H  2.7855  1.1197  0.8982
H  2.0188  1.9902  -0.4260
H  3.3774  0.8940  -0.7567
H  2.7900  -1.8435  -0.2471
H  1.1157  -2.1714  0.1906
H  2.1741  -1.3113  1.3170

Calculated values
* net charge: 0
* gap between HOMO and LUMO: 8.93 eV

=====

2.
This record from the Open Molecules 2025 dataset describes a 2-piece molecular cluster, C7H16O overall. The level of theory is ωB97M-V/def2-TZVPD.

Positions of all 24 atoms, in Å:
C  -0.8644  -0.8715  -3.1360
C  -0.5553  0.2410  -2.1492
C  0.8720  0.2083  -1.5734
O  1.5696  1.2129  -1.3896
H  -0.2603  -0.7421  -4.0333
H  -1.9367  -0.8347  -3.4234
H  -0.5673  -1.8808  -2.7819
H  -0.7248  1.2070  -2.6384
H  -1.1041  0.2063  -1.2023
H  1.2584  -0.8322  -1.4211
C  1.3116  1.1410  2.2901
C  -0.1714  0.6655  2.0418
C  -0.2302  -0.8709  1.9032
C  -1.6097  -1.4275  1.7214
H  1.7041  0.6381  3.1772
H  1.3876  2.2164  2.5068
H  1.9860  0.8783  1.4338
H  -0.5829  1.2527  1.2127
H  -0.8444  0.9103  2.8938
H  0.2937  -1.3105  2.7638
H  0.3388  -1.1769  1.0056
H  -2.3079  -1.2434  2.5577
H  -1.6287  -2.5191  1.6457
H  -2.0848  -0.9885  0.8320

Calculated values
* net charge: 0
* SMILES string: CCC=O.CCCC
* gap between HOMO and LUMO: 10.75 eV

=====

Going by the energies, 2 is most stable and the next is 315.3 kJ/mol up.

=====

1.
This record from the Open Molecules 2025 dataset describes the molecule C2H4N6. The level of theory is ωB97M-V/def2-TZVPD.

Positions of all 12 atoms, in Å:
H  1.5202  -1.6156  0.4086
N  1.8942  -0.8406  -0.3109
C  1.2532  0.3516  -0.5276
N  1.3559  1.3268  -1.5645
N  0.2129  1.7558  -1.8638
N  -0.7409  1.1338  -1.1126
N  -0.1421  0.3799  -0.1781
N  -1.0535  -0.6040  0.2834
C  -0.9076  -0.9618  1.5872
H  -1.7292  1.5510  -0.8318
H  -1.4753  -1.9763  1.8508
H  -0.1878  -0.5006  2.2594

Calculated values
* net charge: 0
* SMILES string: [H]/N=c1/nn[nH]n1N=C
* gap between HOMO and LUMO: 7.89 eV

=====

2.
This record from the Open Molecules 2025 dataset describes a 3-piece molecular cluster, C2H4N6 overall. The level of theory is ωB97M-V/def2-TZVPD.

Positions of all 12 atoms, in Å:
C  0.1792  -0.2362  -1.2161
C  0.8149  0.7980  0.7972
H  -1.4717  -2.0054  -1.5363
H  0.9530  0.3857  -1.8760
H  -1.7469  -1.0300  1.0517
H  2.4961  0.1242  0.2674
N  -0.5251  -0.9661  -1.9771
N  0.1158  -0.5264  0.4150
N  -1.1923  -0.2925  0.6760
N  -1.3216  0.8748  1.4128
N  -0.2088  1.5061  1.5226
N  1.9073  1.3678  0.4627

Calculated values
* net charge: 0
* gap between HOMO and LUMO: 9.34 eV

=====

3.
This record from the Open Molecules 2025 dataset describes C2H4N6 as an isolated structure. The level of theory is ωB97M-V/def2-TZVPD.

Positions of all 12 atoms, in Å:
C  -0.0987  0.8614  -0.2792
C  -0.1518  -1.3802  0.0513
H  0.8372  3.0302  -0.0278
H  -0.5501  2.5007  1.2629
H  0.0872  -3.1334  0.3361
H  -1.4455  -0.0597  1.1806
N  -0.1609  2.0576  0.0590
N  0.8545  0.7303  -1.2517
N  1.1428  -0.5090  -1.5919
N  0.8071  -1.5646  -0.9411
N  -0.5989  -2.3393  0.7714
N  -0.7228  -0.1940  0.4305

Calculated values
* net charge: 0
* gap between HOMO and LUMO: 7.66 eV

=====

Going by the energies, 1 is most stable and the next is 10.1 kJ/mol up.

=====

1.
This record from the Open Molecules 2025 dataset describes the molecule C2H4N6. The level of theory is ωB97M-V/def2-TZVPD.

Positions of all 12 atoms, in Å:
H  -1.4059  -0.8468  -2.5538
N  -0.9528  -0.6982  -1.6615
C  -1.1220  0.5285  -1.3545
N  -0.5982  1.0645  -0.2371
C  0.1787  0.3535  0.4872
N  0.8857  0.8597  1.5221
N  1.5820  -0.1162  2.1032
N  1.5168  -1.1662  1.3804
N  0.6419  -1.0713  0.3879
H  -1.7693  1.2093  -1.9100
H  0.8409  1.7765  2.0411
H  0.2023  -1.8933  -0.2051

Calculated values
* net charge: 0
* SMILES string: [H]/N=C/N=c1[nH]nn[nH]1
* gap between HOMO and LUMO: 9.71 eV

=====

2.
This record from the Open Molecules 2025 dataset describes the molecule C2H4N6. The level of theory is ωB97M-V/def2-TZVPD.

Positions of all 12 atoms, in Å:
H  -0.0677  -2.2907  2.4412
N  0.4753  -2.2104  1.4476
C  0.2993  -1.2816  0.5923
N  1.2765  -0.9495  -0.2966
N  1.0633  0.0226  -1.0813
C  0.0047  0.9392  -0.5938
N  0.3530  2.2784  -0.9720
N  -1.0526  0.4227  -0.0434
N  -0.8112  -0.6345  0.6026
H  -0.3962  2.8493  -0.5598
H  0.7546  2.0114  -2.0434
H  -1.8989  -1.1569  0.5068

Calculated values
* net charge: 0
* SMILES string: [H]/N=c1/nnc(N)n[nH]1
* gap between HOMO and LUMO: 7.43 eV

=====

Going by the energies, 1 is most stable and the next is 357.7 kJ/mol up.

=====

1.
This record from the Open Molecules 2025 dataset describes an isolated ion of composition C8H15IN and charge +1. The level of theory is ωB97M-V/def2-TZVPD.

Positions of all 25 atoms, in Å:
C  -1.1776  0.9602  -0.3842
C  -0.8149  -1.3906  -0.1759
C  0.3103  1.3384  -0.0986
C  0.3440  -0.9458  0.9187
C  1.0998  0.1440  0.2714
C  0.1599  2.4130  1.0137
C  1.0768  -2.1132  1.4852
C  -0.6318  -0.3091  -2.2674
N  -1.2763  -0.2768  -0.9885
I  3.2370  0.0104  -0.1834
H  -1.7946  1.0825  0.5390
H  -1.6546  1.6248  -1.1002
H  -0.4243  -2.2273  -0.8227
H  -1.7592  -1.7968  0.2713
H  0.6853  1.8360  -0.8990
H  -0.2747  -0.5186  1.7973
H  1.1837  2.8429  1.1076
H  -0.1168  2.0481  1.9109
H  -0.5558  3.2397  0.7109
H  1.0111  -2.0405  2.5259
H  2.2080  -2.1417  1.2964
H  0.6592  -3.0759  1.1923
H  -0.9560  0.6431  -2.7128
H  0.4529  -0.4219  -2.2178
H  -0.9915  -0.9247  -3.1900

Calculated values
* net charge: +1
* gap between HOMO and LUMO (spin up / spin down): 6.75 / 6.75 eV

=====

2.
This record from the Open Molecules 2025 dataset describes C8H15IN as an isolated structure. The level of theory is ωB97M-V/def2-TZVPD.

Positions of all 25 atoms, in Å:
C  1.1119  2.3009  -0.6771
C  -0.0339  2.2368  -0.0615
C  -0.4013  0.8943  0.3694
C  1.7609  0.4445  -0.7108
C  -0.9581  3.4534  0.2394
C  -0.8701  -1.9520  0.7371
C  1.3733  -2.5324  -0.1597
C  0.1698  -1.5210  -0.2645
N  0.6485  -0.1269  0.1913
I  3.6397  0.2188  0.2383
H  1.6099  2.9586  -1.3265
H  -0.6400  0.8571  1.4328
H  -1.3568  0.5515  -0.0213
H  1.9044  0.0483  -1.7455
H  -0.8462  3.8931  1.1703
H  -2.0797  3.0950  0.0681
H  -0.5538  4.1328  -0.5037
H  -1.5353  -2.7026  0.3390
H  -0.2540  -2.4038  1.5455
H  -1.5166  -1.1938  1.1125
H  1.8144  -2.5007  0.9062
H  1.9363  -2.3809  -1.0866
H  1.0180  -3.5217  -0.3053
H  -0.1258  -1.3489  -1.2195
H  1.0903  -0.3094  1.1790

Calculated values
* net charge: +1
* gap between HOMO and LUMO: 9.83 eV

=====

Going by the energies, 2 is most stable and the next is 39.9 kJ/mol up.